1.
A 2-piece molecular cluster, C5H4N4S2 overall in a non-equilibrium geometry, computed with ωB97M-V/def2-TZVPD.

Properties
Frontier orbital gap: 5.8 eV
Net charge: 0
LUMO level: -2.747 eV
Energy relative to the best compared isomer or geometry (same formula, charge and spin): 3.803 eV
E_HOMO: -8.51 eV

The geometry in XYZ format:
```
15
Properties=species:S:1:pos:R:3:lowdin_charge:R:1
C 2.694 1.285 0.305 -0.112
C 2.413 1.382 -1.074 -0.139
C -3.035 -0.962 0.053 -0.309
C -2.680 -1.153 -1.265 -0.404
C -1.982 0.864 -0.295 -0.461
N -2.653 0.166 0.548 -0.034
N 1.746 1.946 0.936 0.033
N 1.429 2.233 -1.239 0.022
N 1.073 2.571 0.049 -0.740
S -1.744 0.196 -1.825 0.956
S -0.296 3.418 0.150 0.769
H 3.436 0.756 0.852 0.093
H 2.845 0.930 -1.970 0.109
H -3.323 -1.682 0.842 0.124
H -2.700 -2.133 -1.854 0.090
```

***

2.
An isolated ion of composition C5H4NO2S and charge +1 in a non-equilibrium geometry, computed with ωB97M-V/def2-TZVPD.

Properties
Frontier orbital gap: 8.0 eV
Net charge: +1
LUMO level: -5.846 eV
Energy relative to the best compared isomer or geometry (same formula, charge and spin): 1.546 eV
E_HOMO: -13.89 eV

The geometry in XYZ format:
```
13
Properties=species:S:1:pos:R:3:lowdin_charge:R:1
C -0.177 -1.622 -0.142 -0.088
C -1.325 -1.026 -0.283 -0.566
C -0.106 1.193 -0.456 -0.393
C 2.156 -1.129 0.044 -0.255
C 1.037 1.617 -0.843 0.092
N 0.967 -0.931 0.032 0.090
O 3.295 -1.170 0.039 0.275
O -2.527 -1.607 -0.423 0.021
S -1.424 0.677 0.215 1.275
H -0.269 -2.729 -0.273 0.184
H 1.063 2.189 -1.755 0.117
H 1.997 1.285 -0.542 0.089
H -2.979 -1.412 -1.282 0.159
```

***

3.
A 2-piece molecular cluster, C5H4NO3 overall in a non-equilibrium geometry, computed with ωB97M-V/def2-TZVPD.

Properties
Frontier orbital gap: 8.5 eV
Net charge: -1
LUMO level: 3.492 eV
Energy relative to the best compared isomer or geometry (same formula, charge and spin): 3.155 eV
E_HOMO: -5.03 eV

The geometry in XYZ format:
```
13
Properties=species:S:1:pos:R:3:lowdin_charge:R:1
C -0.698 0.506 1.505 -0.499
C 0.900 -1.390 1.834 -0.668
C -0.694 0.721 -3.551 -0.018
C -0.334 1.037 -2.431 0.000
C 0.989 -0.497 0.534 -0.028
N 0.264 0.512 0.533 0.067
O 1.487 -2.446 1.852 0.004
O -1.055 1.518 2.112 -0.051
O 0.062 -0.906 2.609 0.031
H -1.510 -0.125 1.209 0.121
H -0.657 0.685 -4.548 -0.051
H 1.518 -0.616 -0.350 0.084
H -0.272 1.001 -1.308 0.008
```

***

4.
C5H4NO3S2 as an isolated structure in a non-equilibrium geometry, computed with ωB97M-V/def2-TZVPD.

Properties
Frontier orbital gap: 6.7 eV
Net charge: -1
LUMO level: 3.401 eV
Energy relative to the best compared isomer or geometry (same formula, charge and spin): 1.609 eV
E_HOMO: -3.30 eV

The geometry in XYZ format:
```
15
Properties=species:S:1:pos:R:3:lowdin_charge:R:1
C -0.423 -1.455 -0.189 -0.210
C -1.728 -1.681 -0.206 -0.501
C 1.242 0.400 0.402 -0.409
C -0.226 0.988 -1.016 -0.544
C 0.799 1.765 -0.080 -0.032
N 0.127 -0.220 -0.212 -0.019
O -1.464 0.975 1.822 -0.700
O 2.142 -0.019 1.087 0.069
O -0.573 1.044 -2.196 -0.021
S -2.984 -0.453 -0.143 0.526
S -1.998 1.382 0.523 0.524
H 0.186 -2.265 -0.240 0.078
H -2.276 -2.699 -0.340 0.080
H 0.308 2.281 0.709 0.065
H 1.483 2.442 -0.505 0.091
```

***

5.
An isolated ion of composition C5H4NO4 and charge -1 in a non-equilibrium geometry, computed with ωB97M-V/def2-TZVPD.

Properties
Frontier orbital gap (spin up / spin down): 5.9 / 5.9 eV
Net charge: -1
LUMO level (spin up / spin down): 1.700 / 1.702 eV
Energy relative to the best compared isomer or geometry (same formula, charge and spin): 3.829 eV
E_HOMO (spin up / spin down): -4.15 / -4.16 eV

The geometry in XYZ format:
```
14
Properties=species:S:1:pos:R:3:lowdin_charge:R:1
C 1.509 -0.039 1.144 -0.140
C 2.336 -0.819 -1.120 -0.684
C -2.194 -0.104 0.308 -0.505
C -0.916 0.829 -0.090 -0.153
C 1.095 -0.374 -0.139 -0.067
N 1.964 0.126 2.196 0.209
O 2.762 0.273 -1.475 0.055
O 2.605 -1.976 -1.289 0.057
O -1.954 -0.874 1.317 -0.242
O 0.030 0.053 -0.732 0.054
H -2.985 0.670 0.490 0.087
H -2.454 -0.629 -0.651 0.092
H -1.267 1.591 -0.791 0.120
H -0.530 1.275 0.831 0.118
```

***

6.
A 2-piece molecular cluster, C5H4NO5 overall in a non-equilibrium geometry, computed with ωB97M-V/def2-TZVPD.

Properties
Frontier orbital gap: 7.1 eV
Net charge: -1
LUMO level: 3.475 eV
Energy relative to the best compared isomer or geometry (same formula, charge and spin): 2.268 eV
E_HOMO: -3.67 eV

The geometry in XYZ format:
```
15
Properties=species:S:1:pos:R:3:lowdin_charge:R:1
C -2.139 0.306 -1.743 -0.222
C 0.416 -0.383 1.687 -0.571
C 1.568 -0.484 -0.551 -0.572
C -1.333 0.339 -0.673 -0.113
C 0.507 -0.247 0.291 0.104
N -1.625 1.340 0.309 -0.024
O -0.551 -0.182 2.413 0.006
O 2.701 -0.841 -0.152 -0.027
O -2.934 0.061 -2.597 0.046
O 1.597 -0.790 2.244 0.064
O 1.369 -0.316 -1.893 0.058
H 2.211 -0.518 -2.324 0.104
H -2.588 1.665 0.241 0.061
H 2.254 -0.896 1.511 0.063
H -1.455 0.947 1.236 0.023
```

***

7.
C5H4NO5Pd as an isolated structure in a non-equilibrium geometry, computed with ωB97M-V/def2-TZVPD.

Properties
Frontier orbital gap (spin up / spin down): 6.8 / 10.0 eV
Net charge: +1
LUMO level (spin up / spin down): -4.404 / -5.972 eV
2S+1: 3
Energy relative to the best compared isomer or geometry (same formula, charge and spin): 0.000 eV
E_HOMO (spin up / spin down): -11.17 / -16.00 eV

The geometry in XYZ format:
```
16
Properties=species:S:1:pos:R:3:lowdin_charge:R:1
O 0.002 4.395 -0.435 0.013
C -0.033 4.255 0.689 -0.017
Pd 0.025 -0.673 -0.151 0.510
C 0.027 -2.718 -0.017 -0.062
O 0.028 -3.872 -0.170 0.150
C -0.093 -1.137 -2.880 0.032
O -0.090 -1.159 -4.023 0.112
C 2.030 -0.017 -0.161 -0.104
O 3.074 0.102 -0.667 0.120
C -1.954 0.008 -0.198 -0.143
O -2.981 0.041 -0.695 0.147
H -0.050 0.903 -0.099 0.004
N 0.010 -0.094 1.944 -0.031
H -0.847 0.460 2.182 0.083
H 0.852 0.461 2.207 0.080
H 0.002 -1.008 2.501 0.109
```

***

8.
An isolated ion of composition C5H4NO6S and charge -1 in a non-equilibrium geometry, computed with ωB97M-V/def2-TZVPD.

Properties
SMILES: O=CO[S@](=O)([O-])=C1CC(=O)NC1=O
Frontier orbital gap: 8.4 eV
Net charge: -1
LUMO level: 3.511 eV
Energy relative to the best compared isomer or geometry (same formula, charge and spin): 0.000 eV
E_HOMO: -4.89 eV

The geometry in XYZ format:
```
17
Properties=species:S:1:pos:R:3:lowdin_charge:R:1
C 1.978 0.283 0.216 -0.476
C 0.028 -0.465 -0.780 -0.509
C -2.500 -1.660 0.285 -0.440
C 0.959 1.419 0.288 -0.084
C -0.222 0.878 -0.453 -0.268
N 1.390 -0.732 -0.457 0.184
O -2.133 -0.510 0.875 -0.151
O 3.117 0.285 0.637 0.036
O -0.695 -1.343 -1.244 0.013
O -2.365 -2.723 0.819 0.060
O -2.085 1.981 1.019 -0.300
O -2.791 0.943 -1.075 -0.294
S -1.876 0.961 0.030 0.694
H -3.055 -1.489 -0.649 0.134
H 0.734 1.683 1.323 0.124
H 1.390 2.301 -0.196 0.118
H 1.786 -1.655 -0.554 0.160
```